{"formula": "CH2O3S", "method": "ωB97M-V/def2-TZVPD", "lumo_ev": -0.66, "homo_energy_ev": -10.9084, "total_energy_ha": -663.15902, "de_lowest_kcal_mol": 8.7, "gap_ev": 10.2463, "species": ["C", "O", "O", "O", "S", "H", "H"], "coordinates": [[-0.069, -0.514, -0.082], [-2.677, 1.427, 0.043], [-1.007, -1.139, -0.560], [-3.786, -0.735, 0.737], [-3.170, 0.138, -0.334], [1.022, -0.582, -0.243], [-0.275, 0.308, 0.548]]}